Record 1
{
  "formula": "C29H39N2O3PPdS",
  "method": "ωB97M-V with the def2-TZVPD basis set",
  "charge": -2,
  "multiplicity": 1,
  "relative_energy_kj_mol": 18.23,
  "fmax_ev_per_a": 0.5,
  "symbols": ["Pd", "C", "C", "C", "P", "C", "C", "C", "C", "C", "C", "C", "C", "C", "C", "N", "C", "C", "C", "C", "C", "C", "C", "C", "C", "H", "H", "H", "H", "H", "H", "H", "H", "H", "H", "H", "H", "H", "H", "H", "H", "H", "H", "H", "H", "H", "H", "H", "H", "H", "H", "H", "H", "H", "H", "H", "N", "C", "C", "C", "C", "C", "C", "S", "O", "O", "O", "H", "H", "H", "H", "H", "H", "C", "H", "H"],
  "xyz": [[-0.34, 0.31, 0.85], [0.14, -2.22, -2.29], [-0.70, -2.75, -1.13], [-1.57, -3.92, -1.57], [-1.53, -1.31, -0.29], [-2.95, -2.06, 0.63], [-3.83, -0.95, 1.18], [-2.41, -2.92, 1.77], [-2.35, -0.35, -1.60], [-3.26, -0.87, -2.51], [-3.87, -0.10, -3.49], [-4.86, -0.69, -4.47], [-3.53, 1.25, -3.53], [-2.64, 1.81, -2.63], [-2.02, 1.03, -1.62], [-1.15, 1.54, -0.72], [-1.02, 2.93, -0.62], [-2.06, 3.71, -0.08], [-3.31, 3.04, 0.42], [-1.90, 5.09, 0.04], [-0.74, 5.73, -0.36], [-0.57, 7.21, -0.19], [0.29, 4.94, -0.87], [0.17, 3.56, -1.00], [1.32, 2.73, -1.48], [0.80, -3.02, -2.66], [0.78, -1.39, -2.00], [-0.50, -1.89, -3.11], [0.00, -3.11, -0.37], [-2.28, -3.62, -2.35], [-2.13, -4.36, -0.75], [-0.93, -4.70, -2.00], [-3.53, -2.68, -0.06], [-3.24, -0.29, 1.82], [-4.65, -1.37, 1.77], [-4.26, -0.34, 0.37], [-1.80, -2.31, 2.44], [-1.78, -3.74, 1.41], [-3.23, -3.36, 2.35], [-3.52, -1.92, -2.45], [-5.01, -1.75, -4.27], [-4.51, -0.60, -5.50], [-5.83, -0.20, -4.41], [-3.98, 1.89, -4.28], [-2.41, 2.86, -2.70], [-3.04, 2.22, 1.09], [-3.88, 2.60, -0.39], [-3.94, 3.74, 0.96], [-2.72, 5.67, 0.46], [-1.53, 7.73, -0.29], [0.11, 7.62, -0.94], [-0.16, 7.46, 0.79], [1.22, 5.42, -1.17], [2.11, 3.36, -1.91], [1.00, 1.99, -2.21], [1.73, 2.17, -0.63], [2.76, -0.37, -0.92], [3.34, -1.61, -0.64], [4.53, -1.99, -1.26], [5.06, -3.25, -1.06], [4.43, -4.16, -0.23], [3.25, -3.79, 0.39], [2.70, -2.53, 0.20], [5.15, -5.78, 0.06], [4.01, -6.67, 0.25], [5.94, -6.05, -1.15], [5.97, -5.61, 1.26], [3.40, 0.37, -1.14], [1.99, -0.08, -0.33], [5.02, -1.29, -1.93], [5.98, -3.55, -1.55], [2.75, -4.51, 1.04], [1.79, -2.22, 0.71], [0.65, 1.08, 2.32], [1.75, 1.11, 2.34], [0.30, 1.80, 3.07]]
}


Record 2
{
  "formula": "C6H16N3O",
  "method": "ωB97M-V with the def2-TZVPD basis set",
  "charge": 1,
  "multiplicity": 1,
  "relative_energy_kj_mol": 183.53,
  "fmax_ev_per_a": 4.0,
  "symbols": ["C", "C", "C", "C", "C", "C", "N", "N", "N", "O", "H", "H", "H", "H", "H", "H", "H", "H", "H", "H", "H", "H", "H", "H", "H", "H"],
  "xyz": [[0.28, 0.74, 0.25], [0.98, -1.57, -2.07], [-2.08, 1.81, -1.70], [-0.16, -1.36, -1.11], [-0.86, 0.93, -1.96], [1.29, -0.13, 3.48], [0.15, 0.45, 3.84], [-0.26, 0.16, -0.85], [1.63, -1.35, 3.36], [0.70, 0.20, 1.26], [0.92, -0.78, -2.83], [1.93, -1.65, -1.53], [0.67, -2.63, -2.55], [-1.87, 2.64, -2.44], [-2.96, 1.21, -2.01], [-2.15, 2.15, -0.61], [-1.11, -1.66, -1.35], [0.10, -2.01, -0.29], [-1.24, 0.06, -2.55], [0.01, 1.43, -2.58], [-0.09, 1.88, 0.31], [0.30, 1.47, 3.86], [-0.73, -0.08, 4.07], [0.91, -2.06, 3.42], [2.02, 0.70, 3.42], [2.40, -1.66, 2.68]]
}


Record 3
{
  "formula": "C40H36N4O6PRuS4",
  "method": "ωB97M-V with the def2-TZVPD basis set",
  "multiplicity": 2,
  "relative_energy_kj_mol": 99.83,
  "fmax_ev_per_a": 0.6,
  "symbols": ["Ru", "O", "C", "C", "C", "C", "C", "C", "N", "H", "H", "H", "H", "H", "H", "H", "C", "C", "C", "C", "C", "C", "P", "C", "C", "C", "C", "C", "C", "C", "C", "C", "C", "C", "C", "H", "H", "H", "H", "H", "H", "H", "H", "H", "H", "H", "H", "H", "H", "O", "C", "N", "C", "O", "C", "C", "C", "C", "N", "C", "H", "H", "H", "H", "H", "H", "H", "H", "C", "O", "C", "S", "S", "H", "H", "H", "O", "S", "O", "N", "C", "S", "C", "C", "C", "C", "C", "C", "H", "H", "H", "H"],
  "xyz": [[0.20, -0.35, 0.14], [1.75, 0.18, 1.61], [2.70, -0.85, 1.94], [1.97, -2.14, 2.02], [2.31, -3.14, 2.92], [1.66, -4.35, 2.84], [0.68, -4.53, 1.87], [0.38, -3.47, 1.04], [1.01, -2.30, 1.12], [2.25, 0.93, 1.24], [3.20, -0.59, 2.88], [3.45, -0.94, 1.14], [3.10, -2.96, 3.65], [1.91, -5.16, 3.52], [0.16, -5.47, 1.77], [-0.37, -3.56, 0.27], [1.60, 1.33, -6.12], [0.41, 1.06, -5.45], [0.42, 0.86, -4.08], [1.61, 0.93, -3.36], [2.79, 1.22, -4.03], [2.79, 1.41, -5.41], [1.56, 0.77, -1.56], [3.28, 0.92, -1.01], [3.73, 2.03, -0.30], [5.03, 2.06, 0.20], [5.88, 0.98, -0.01], [5.44, -0.12, -0.72], [4.14, -0.16, -1.21], [0.68, 2.19, -0.91], [0.65, 3.53, -1.26], [-0.10, 4.40, -0.48], [-0.79, 3.91, 0.63], [-0.78, 2.56, 0.96], [-0.07, 1.66, 0.15], [1.60, 1.48, -7.19], [-0.52, 1.00, -6.00], [-0.52, 0.67, -3.57], [3.73, 1.28, -3.49], [3.71, 1.63, -5.92], [3.08, 2.88, -0.14], [5.37, 2.93, 0.75], [6.89, 1.01, 0.38], [6.08, -0.98, -0.87], [3.78, -1.05, -1.72], [1.20, 3.89, -2.12], [-0.15, 5.45, -0.73], [-1.35, 4.59, 1.26], [-1.33, 2.24, 1.82], [-7.67, 0.39, 0.15], [-6.64, 1.32, 0.31], [-5.33, 0.76, -0.02], [-5.12, 0.29, -1.26], [-5.99, 0.30, -2.12], [-3.77, -0.28, -1.57], [-3.67, -1.10, -2.69], [-2.44, -1.63, -3.03], [-1.34, -1.31, -2.25], [-1.43, -0.52, -1.16], [-2.63, -0.02, -0.83], [-7.69, 0.16, -0.79], [-6.61, 1.61, 1.35], [-6.80, 2.19, -0.32], [-4.63, 0.66, 0.71], [-4.56, -1.30, -3.26], [-2.30, -2.27, -3.89], [-0.36, -1.67, -2.51], [-2.64, 0.64, 0.03], [2.81, -4.67, -3.79], [3.49, -4.51, -2.55], [3.06, -3.61, -1.65], [3.97, -3.53, -0.25], [1.62, -2.74, -1.97], [1.83, -5.11, -3.64], [3.44, -5.35, -4.37], [2.70, -3.72, -4.31], [-3.25, 3.40, 3.03], [-3.73, 2.09, 3.37], [-5.14, 1.87, 3.50], [-3.10, 0.99, 2.28], [-2.21, 0.23, 2.83], [-1.28, -0.99, 2.04], [-2.03, 0.44, 4.30], [-1.18, -0.22, 5.17], [-1.20, 0.15, 6.51], [-2.03, 1.17, 6.96], [-2.87, 1.85, 6.08], [-2.84, 1.45, 4.76], [-0.54, -1.01, 4.80], [-0.55, -0.35, 7.21], [-2.02, 1.45, 8.00], [-3.52, 2.65, 6.42]]
}


Record 4
{
  "formula": "C27H33N3O5",
  "method": "ωB97M-V with the def2-TZVPD basis set",
  "multiplicity": 1,
  "relative_energy_kj_mol": 200.30,
  "smiles": "COc1ccc([C@H](CNC(=O)c2ccc3c(c2)C(=O)N(CCC(C)C)C3=O)N2CCOCC2)cc1",
  "fmax_ev_per_a": 0.7,
  "symbols": ["C", "H", "O", "C", "C", "C", "C", "C", "C", "H", "H", "C", "N", "C", "H", "C", "O", "C", "C", "H", "H", "H", "H", "H", "H", "H", "H", "C", "N", "C", "O", "C", "C", "C", "C", "C", "C", "H", "C", "O", "N", "C", "O", "C", "C", "H", "C", "C", "H", "H", "H", "C", "H", "H", "H", "H", "H", "H", "H", "H", "H", "H", "H", "H", "H", "H", "H", "H"],
  "xyz": [[-3.42, 0.88, -1.73], [-2.49, 1.24, -2.18], [-3.20, 0.45, -0.40], [-2.32, -0.55, -0.17], [-1.68, -1.30, -1.16], [-0.79, -2.30, -0.80], [-0.49, -2.57, 0.53], [-1.15, -1.82, 1.51], [-2.05, -0.84, 1.17], [-2.56, -0.26, 1.92], [-0.94, -2.02, 2.55], [0.54, -3.59, 0.96], [-0.06, -4.89, 1.16], [-0.68, -5.51, 0.00], [-1.34, -4.79, -0.48], [-1.52, -6.70, 0.49], [-0.72, -7.64, 1.18], [-0.09, -7.03, 2.28], [0.78, -5.85, 1.84], [1.23, -5.38, 2.71], [1.59, -6.23, 1.19], [0.52, -7.81, 2.75], [-0.84, -6.67, 2.99], [-1.96, -7.23, -0.35], [-2.31, -6.33, 1.15], [0.06, -5.88, -0.72], [0.89, -3.27, 1.95], [1.79, -3.57, 0.03], [2.16, -2.21, -0.30], [2.64, -1.35, 0.62], [3.10, -1.70, 1.69], [2.60, 0.08, 0.20], [3.61, 0.94, 0.63], [3.61, 2.29, 0.30], [2.55, 2.77, -0.45], [1.52, 1.92, -0.86], [1.52, 0.58, -0.54], [0.69, -0.04, -0.83], [0.55, 2.72, -1.64], [-0.46, 2.35, -2.20], [1.03, 4.01, -1.62], [2.24, 4.13, -0.94], [2.86, 5.16, -0.82], [0.35, 5.13, -2.23], [-0.87, 5.59, -1.44], [-1.36, 6.37, -2.04], [-0.54, 6.15, -0.05], [-1.56, 7.23, 0.33], [-1.54, 8.05, -0.38], [-1.34, 7.63, 1.32], [-2.57, 6.81, 0.35], [-0.54, 5.06, 1.02], [-0.34, 5.50, 2.00], [0.22, 4.31, 0.83], [-1.51, 4.56, 1.06], [0.45, 6.61, -0.08], [-1.57, 4.76, -1.35], [0.04, 4.82, -3.24], [1.08, 5.94, -2.31], [4.40, 2.95, 0.63], [4.41, 0.52, 1.22], [1.73, -1.82, -1.13], [2.63, -4.03, 0.56], [1.60, -4.12, -0.89], [-0.32, -2.87, -1.59], [-1.87, -1.11, -2.20], [-4.14, 1.69, -1.66], [-3.84, 0.07, -2.34]]
}


Record 5
{
  "formula": "C3H12N2O3",
  "method": "ωB97M-V with the def2-TZVPD basis set",
  "multiplicity": 1,
  "relative_energy_kj_mol": 830.47,
  "fmax_ev_per_a": 5.8,
  "symbols": ["N", "C", "C", "C", "N", "O", "H", "H", "H", "H", "H", "H", "H", "H", "H", "H", "O", "H", "H", "O"],
  "xyz": [[0.36, -0.40, 1.54], [-0.83, 0.05, 0.77], [-2.21, -0.58, 1.16], [-0.84, 0.25, -0.84], [-0.19, -0.88, -1.60], [-2.11, 0.56, -1.12], [1.10, 0.29, 1.25], [0.18, -0.31, 2.50], [-0.99, 1.11, 0.92], [-2.64, -0.88, 0.15], [-2.88, 0.31, 1.54], [-2.28, -1.49, 1.82], [0.76, -0.85, -1.47], [-0.46, -0.83, -2.53], [3.33, -1.07, -0.13], [2.49, 0.39, -0.16], [2.55, -0.69, -0.54], [-0.09, 1.10, -0.91], [2.85, 2.12, 0.31], [2.15, 1.46, 0.47]]
}


Record 6
{
  "formula": "C9H24DyIO2P2",
  "method": "ωB97M-V with the def2-TZVPD basis set",
  "charge": 2,
  "multiplicity": 6,
  "relative_energy_kj_mol": 0.00,
  "fmax_ev_per_a": 4.7,
  "symbols": ["C", "I", "H", "H", "H", "Dy", "P", "C", "C", "H", "H", "H", "H", "H", "H", "C", "H", "H", "H", "P", "C", "C", "H", "H", "H", "C", "H", "H", "H", "H", "H", "H", "C", "O", "C", "O", "H", "H", "H"],
  "xyz": [[-3.08, -1.65, -2.21], [-0.99, -2.52, -2.32], [-3.12, -0.68, -1.68], [-3.75, -2.38, -1.72], [-3.47, -1.53, -3.24], [-0.57, -0.23, -0.42], [-1.41, -1.19, 2.11], [-0.87, -2.91, 2.47], [-0.85, -0.35, 3.65], [-1.25, -0.84, 4.55], [-3.45, -1.87, 3.34], [-1.18, 0.70, 3.61], [-3.68, -0.36, 2.37], [0.23, -2.92, 2.62], [0.26, -0.37, 3.69], [-3.22, -1.36, 2.39], [-1.38, -3.28, 3.37], [-3.62, -1.94, 1.55], [-1.13, -3.53, 1.60], [0.85, 1.19, -2.42], [2.06, 0.18, -3.35], [-0.15, 1.87, -3.80], [1.32, 3.23, -1.20], [2.25, 3.18, -2.74], [2.77, 2.20, -1.33], [1.90, 2.59, -1.88], [-0.85, 2.62, -3.40], [0.49, 2.32, -4.58], [2.44, 0.76, -4.21], [1.56, -0.73, -3.70], [-0.72, 1.04, -4.23], [2.89, -0.09, -2.68], [1.52, -1.65, -0.23], [2.54, -2.18, -0.08], [1.55, 1.48, 1.65], [0.57, 0.96, 0.77], [1.39, 2.56, 1.69], [2.59, 1.30, 1.33], [1.43, 1.03, 2.65]]
}


Record 7
{
  "formula": "C22H45IN4O5STb",
  "method": "ωB97M-V with the def2-TZVPD basis set",
  "charge": 1,
  "multiplicity": 7,
  "relative_energy_kj_mol": 226.87,
  "fmax_ev_per_a": 4.2,
  "symbols": ["Tb", "C", "C", "C", "C", "C", "C", "N", "C", "C", "N", "C", "C", "O", "O", "C", "C", "C", "C", "C", "C", "N", "C", "C", "N", "C", "C", "O", "O", "H", "H", "H", "H", "H", "H", "H", "H", "H", "H", "H", "H", "H", "H", "H", "H", "H", "H", "H", "H", "H", "H", "H", "H", "H", "H", "H", "H", "H", "H", "H", "H", "H", "H", "H", "H", "H", "H", "H", "C", "S", "C", "O", "H", "H", "H", "H", "H", "H", "I"],
  "xyz": [[1.50, 0.62, 1.74], [-4.56, 2.87, 0.18], [-3.40, 2.18, -0.54], [-3.91, 1.08, -1.49], [-3.80, -0.47, -1.09], [-4.49, -1.20, -2.26], [-4.42, -0.66, 0.29], [-2.36, -0.81, -1.05], [-2.01, -2.28, -0.77], [-0.52, -2.65, -0.97], [0.45, -2.12, -0.02], [0.36, -2.84, 1.30], [1.46, -2.45, 2.32], [2.32, -3.24, 2.63], [1.32, -1.23, 2.77], [1.87, -2.09, -0.50], [2.51, -3.43, -0.80], [1.96, -1.15, -1.71], [1.78, 0.39, -1.55], [3.10, 1.02, -1.00], [1.62, 0.95, -2.99], [0.65, 0.85, -0.61], [-0.03, 2.10, -1.12], [-1.04, 2.76, -0.18], [-2.20, 1.96, 0.23], [-2.34, 1.88, 1.70], [-1.26, 0.93, 2.12], [-0.36, 1.33, 2.90], [-1.18, -0.15, 1.51], [-5.16, 3.42, -0.57], [-4.25, 3.56, 0.94], [-5.17, 2.13, 0.73], [-3.19, 2.91, -1.33], [-3.45, 1.19, -2.50], [-4.98, 1.23, -1.65], [-5.62, -0.90, -2.42], [-4.58, -2.25, -2.22], [-3.97, -0.92, -3.19], [-5.46, -0.32, 0.25], [-3.80, -0.23, 1.11], [-4.51, -1.72, 0.62], [-1.86, -0.33, -0.26], [-1.85, -0.51, -1.88], [-2.53, -2.96, -1.51], [-2.37, -2.50, 0.23], [-0.26, -2.38, -1.96], [-0.55, -3.77, -1.02], [0.31, -3.95, 1.24], [-0.54, -2.46, 1.85], [2.54, -1.71, 0.33], [2.15, -3.94, -1.71], [2.39, -4.10, 0.14], [3.57, -3.38, -1.03], [1.27, -1.52, -2.51], [2.89, -1.32, -2.30], [2.93, 2.10, -0.79], [3.86, 0.84, -1.81], [3.58, 0.54, -0.13], [2.47, 0.65, -3.62], [1.73, 2.03, -2.99], [0.70, 0.67, -3.48], [0.05, 0.05, -0.40], [-0.48, 2.03, -2.09], [0.86, 2.79, -1.11], [-1.39, 3.61, -0.66], [-0.44, 3.07, 0.69], [-3.36, 1.58, 1.89], [-2.25, 2.88, 2.19], [5.56, 2.02, 2.98], [4.64, 0.55, 3.38], [5.91, -0.66, 3.30], [3.75, 0.27, 2.20], [6.52, 1.87, 3.16], [5.19, 2.85, 3.58], [5.37, 2.19, 1.91], [6.55, -0.49, 4.12], [6.40, -0.80, 2.31], [5.50, -1.64, 3.47], [2.32, 3.58, 1.46]]
}


Record 8
{
  "formula": "C3H10OS2",
  "method": "ωB97M-V with the def2-TZVPD basis set",
  "charge": 1,
  "multiplicity": 2,
  "relative_energy_kj_mol": 69.55,
  "fmax_ev_per_a": 2.1,
  "symbols": ["C", "C", "C", "S", "S", "H", "H", "H", "H", "H", "H", "H", "H", "H", "H", "O"],
  "xyz": [[-1.57, 0.62, 0.52], [-1.16, 1.62, -0.52], [-0.96, 0.97, 1.91], [-1.08, -0.56, 2.90], [0.64, -1.63, 2.53], [-1.51, -0.46, 0.32], [-2.67, 0.63, 0.62], [-1.89, 2.40, -0.72], [-0.18, 2.09, -0.40], [-0.99, 1.13, -1.49], [-1.46, 1.74, 2.48], [0.08, 1.26, 1.80], [1.56, -0.64, 2.42], [3.94, -3.84, -4.03], [3.81, -2.26, -4.02], [3.46, -3.08, -4.34]]
}


Record 9
{
  "formula": "C18H36O22S5",
  "method": "ωB97M-V with the def2-TZVPD basis set",
  "multiplicity": 1,
  "relative_energy_kj_mol": 307.44,
  "smiles": "O=S1(=O)OCCO1.O=S1(=O)OCCO1.O=S1(=O)OCCO1.O=S1(=O)OCCO1.O=S1(=O)OCCO1.C1CCOC1.C1CCOC1",
  "fmax_ev_per_a": 5.3,
  "symbols": ["C", "C", "C", "O", "C", "H", "H", "H", "H", "H", "H", "H", "H", "C", "C", "C", "O", "C", "H", "H", "H", "H", "H", "H", "H", "H", "C", "C", "O", "S", "O", "O", "O", "H", "H", "H", "H", "C", "C", "O", "S", "O", "O", "O", "H", "H", "H", "H", "C", "C", "O", "S", "O", "O", "O", "H", "H", "H", "H", "C", "C", "O", "S", "O", "O", "O", "H", "H", "H", "H", "C", "C", "O", "S", "O", "O", "O", "H", "H", "H", "H"],
  "xyz": [[16.26, 19.72, -6.35], [16.51, 19.30, -4.87], [15.16, 18.56, -4.54], [14.36, 19.02, -5.58], [15.01, 19.11, -6.83], [17.06, 19.52, -7.06], [16.04, 20.78, -6.45], [16.67, 20.13, -4.18], [17.30, 18.56, -4.74], [14.63, 18.75, -3.60], [15.24, 17.49, -4.68], [14.45, 19.74, -7.52], [15.13, 18.11, -7.23], [8.35, 18.85, -6.40], [9.14, 17.60, -6.22], [9.90, 17.78, -4.94], [10.16, 19.21, -4.94], [9.33, 19.89, -5.91], [7.45, 18.82, -5.80], [8.02, 18.96, -7.44], [9.79, 17.54, -7.09], [8.53, 16.69, -6.24], [10.87, 17.29, -4.85], [9.32, 17.56, -4.05], [9.94, 20.30, -6.71], [8.77, 20.74, -5.51], [11.12, 16.54, 0.44], [12.63, 16.84, 0.63], [12.73, 17.94, -0.24], [11.91, 17.86, -1.59], [12.59, 17.03, -2.58], [11.35, 19.12, -2.02], [10.77, 16.94, -0.87], [10.45, 17.07, 1.13], [10.91, 15.47, 0.41], [13.21, 15.96, 0.36], [12.88, 17.18, 1.63], [11.33, 21.20, 0.85], [11.00, 22.16, 1.97], [11.43, 21.56, 3.18], [11.61, 19.88, 3.02], [10.57, 19.05, 3.63], [13.01, 19.56, 3.34], [11.30, 19.88, 1.43], [12.37, 21.36, 0.59], [10.67, 21.32, -0.01], [9.95, 22.42, 2.10], [11.42, 23.17, 1.89], [10.81, 14.04, -2.78], [11.38, 13.56, -4.13], [12.18, 12.51, -3.75], [12.99, 12.79, -2.32], [14.21, 13.58, -2.55], [13.04, 11.60, -1.47], [11.83, 13.89, -1.82], [9.90, 13.48, -2.56], [10.62, 15.11, -2.84], [12.07, 14.31, -4.53], [10.75, 13.29, -4.97], [8.11, 19.38, -1.56], [8.54, 20.79, -2.04], [8.20, 21.73, -1.03], [7.29, 21.00, 0.20], [5.86, 20.97, -0.15], [7.67, 21.45, 1.54], [7.92, 19.53, -0.17], [8.87, 18.61, -1.70], [7.16, 18.95, -1.87], [8.28, 21.09, -3.05], [9.63, 20.87, -1.99], [16.35, 12.08, 0.00], [17.49, 12.27, 1.01], [17.06, 13.14, 1.98], [15.63, 13.90, 1.54], [15.69, 15.36, 1.58], [14.51, 13.22, 2.33], [15.68, 13.30, 0.00], [15.65, 11.29, 0.27], [16.76, 11.89, -0.99], [18.42, 12.58, 0.54], [17.74, 11.34, 1.53]]
}